86
Properties=species:S:1:pos:R:3:forces:R:3 method="wB97M-V/def2-TZVPD" de_lowest_ev=1.250 max_force_ha_per_bohr=0.224 smiles="O=C1C=C(O)C(=O)C=C1O.O=C1C=C(O)C(=O)C=C1O.O=C1C=C(O)C(=O)C=C1O.O=C1C=C(O)C(=O)C=C1O.CC(C)=O.CC(C)=O.CC(C)=O" e_homo_ev=-8.64 orbital_gap_ha=0.20389 total_charge=0
C 1.0673 3.3685 -0.0711 -1.52 4.67 -0.21
C 0.7781 4.8075 0.0052 0.53 -3.74 0.39
C 2.0047 5.7979 -0.0106 -3.64 -2.11 0.05
O 1.6907 6.9545 0.1277 0.57 0.94 0.14
C 3.2505 5.2213 -0.2964 3.61 -2.82 -0.91
C 3.5352 3.8161 -0.5594 -0.19 4.20 0.43
C 2.4254 2.8763 -0.2412 -0.11 -3.35 -0.60
O 2.6635 1.6396 -0.2106 -0.40 2.99 -0.03
O 4.7055 3.3157 -1.0520 -0.59 2.43 1.31
O -0.4544 5.4006 0.1692 3.01 -0.85 -0.49
H 0.2627 2.6478 -0.2212 0.23 0.11 0.44
H 4.0292 5.9994 -0.3018 0.07 -0.66 -0.34
H 5.3615 4.0909 -1.0281 -1.15 -1.62 -0.26
H -0.1682 6.3449 0.2494 -0.49 -0.09 -0.02
C -0.2629 3.8330 -3.1419 5.75 7.04 -2.22
C 0.8750 4.8146 -3.6084 -4.93 -1.58 2.18
C 2.0136 4.2606 -4.3069 3.64 1.59 -1.62
O 2.9574 4.9746 -4.7782 -2.56 -0.82 1.58
C 2.0388 2.8976 -4.5864 -2.93 -7.85 -2.00
C 0.8939 1.9456 -4.1579 3.63 1.69 -5.04
C -0.1015 2.4663 -3.2564 -2.28 -2.65 2.39
O -0.8104 1.7082 -2.5475 1.27 0.86 -1.41
O 0.4367 0.7958 -4.8879 4.57 1.72 0.86
O 0.9346 6.1865 -3.4379 -8.79 -4.62 0.26
H -0.9676 4.2559 -2.5057 -1.31 0.48 0.90
H 2.7137 2.5120 -5.5532 -1.69 1.16 3.07
H 1.2902 0.4833 -5.4072 -2.58 0.79 1.24
H 1.7706 6.3685 -3.3943 8.19 2.17 -0.14
C -4.9228 -0.0103 7.0611 2.52 4.60 -0.32
C -4.1703 1.3658 6.9732 -5.97 -4.98 4.01
C -3.0503 1.5596 6.0712 -0.70 1.70 -1.46
O -2.7005 2.7319 5.8127 0.00 -1.65 0.90
C -2.6477 0.3992 5.3596 1.73 -5.19 -2.79
C -3.2726 -0.9634 5.3887 4.84 3.40 -2.01
C -4.4847 -1.1689 6.2667 3.31 4.84 -0.68
O -4.9997 -2.1958 6.2783 -3.01 -5.24 0.37
O -2.7032 -2.0701 4.6879 -5.98 0.83 7.35
O -4.6045 2.4081 7.8160 2.18 -1.06 -2.93
H -5.8193 -0.3717 7.6275 0.85 1.50 -0.09
H -1.6915 0.5411 4.6398 -2.51 -0.42 1.80
H -2.2026 -1.9057 3.9841 3.47 2.25 -4.76
H -4.0316 3.1514 7.4581 -0.78 -0.53 0.67
C 4.5181 -3.0300 0.4894 -2.54 5.83 0.20
C 3.6521 -1.8967 0.2078 4.52 -1.33 2.38
C 2.5087 -2.0993 -0.6601 -2.82 1.11 0.72
O 1.6357 -1.2203 -0.8212 1.62 -0.28 0.03
C 2.2422 -3.3994 -1.1285 2.29 -5.25 -1.18
C 3.1488 -4.5891 -0.7802 -6.41 3.96 -4.32
C 4.2535 -4.3657 0.1285 0.72 -1.62 -0.71
O 4.9401 -5.3247 0.4137 0.41 -0.05 0.55
O 2.9434 -5.7729 -1.4245 3.97 1.11 2.98
O 3.8739 -0.5923 0.7364 6.19 -9.04 3.51
H 5.3440 -2.7997 1.1111 0.72 -0.16 0.55
H 1.4315 -3.3563 -1.9604 1.47 -0.89 1.69
H 2.1004 -5.8338 -1.7634 -3.05 0.14 -1.35
H 3.2977 -0.1757 0.2897 -6.99 6.25 -5.05
C -2.1493 -5.8808 -0.0073 0.56 -3.37 2.81
C -2.0950 -4.4521 0.3897 -0.42 1.43 -2.86
O -3.0019 -3.7707 -0.0632 0.42 0.34 1.22
C -0.7801 -3.8282 0.8584 -1.48 2.93 2.12
H -2.4996 -6.6158 0.8190 0.30 1.51 -0.61
H -1.1578 -6.3279 -0.1395 0.03 0.35 -0.51
H -2.8284 -6.1626 -0.7876 -0.15 0.68 -0.71
H -0.6562 -3.9618 1.9776 -0.28 0.51 -1.08
H -0.5684 -2.6982 0.5326 -1.21 -2.37 0.93
H 0.0280 -4.3086 0.4773 2.28 -1.93 -1.36
C -2.6785 -1.9069 -4.6612 -3.16 2.19 -3.91
C -1.7995 -2.6685 -3.8043 -2.42 -5.14 2.31
O -2.1397 -3.8752 -3.6421 1.95 2.50 -0.34
C -0.8012 -2.0204 -2.8809 3.05 -1.42 1.01
H -3.4366 -1.1185 -4.3161 0.71 -1.74 0.89
H -3.2924 -2.3721 -5.6640 2.19 0.60 3.20
H -2.0515 -1.1460 -5.0198 1.29 1.21 -1.56
H 0.2728 -1.6893 -3.1997 -2.17 -0.56 -0.15
H -0.5867 -2.6120 -1.9099 -0.64 0.22 -1.90
H -1.2594 -1.1844 -2.4762 -0.86 2.16 0.41
C -1.3530 0.1547 0.2845 -3.62 -4.77 -2.24
C -0.9288 -0.1831 1.6799 -0.72 -1.96 1.85
O -1.6387 -0.8661 2.4722 1.39 2.12 -2.40
C 0.4874 0.0779 2.0724 -2.70 1.66 -1.78
H -1.8139 1.0873 -0.0227 0.15 0.28 0.59
H -2.2565 -0.7489 0.1701 1.72 2.84 0.31
H -0.8171 -0.2673 -0.6331 0.63 1.05 1.81
H 1.0062 -0.5629 1.4603 1.81 -1.98 -0.76
H 0.5217 0.0836 3.0828 0.89 -0.68 3.10
H 0.7512 1.0257 1.6980 0.50 1.44 -0.41

---

83
Properties=species:S:1:pos:R:3:forces:R:3 method="wB97M-V/def2-TZVPD" de_lowest_ev=0.000 max_force_ha_per_bohr=0.043 e_homo_ev="-4.99 / -4.96" spin_multiplicity=2 orbital_gap_ha="0.17947 / 0.17839" total_charge=0
Cr 0.7775 -1.2692 -1.6194 0.18 0.11 -1.80
O 1.7578 -4.5919 -3.9322 0.03 -0.05 -0.07
C 1.4411 -3.3944 -3.3894 0.02 -0.11 0.05
O 1.3581 -3.2731 -2.1555 -0.07 0.37 0.02
C 1.2119 -2.3004 -4.2599 0.06 -0.05 -0.18
C 1.2915 -2.3134 -5.6504 -0.02 0.06 0.09
C 1.0426 -1.1618 -6.3642 -0.03 0.18 -0.22
C 0.6981 0.0114 -5.6561 0.08 -0.31 -0.16
C 0.6291 -0.0268 -4.2938 -0.13 0.51 0.06
N 0.8839 -1.1516 -3.5632 -0.11 -0.60 2.11
C 0.2518 1.1630 -3.5314 0.08 -0.34 0.00
O -0.0191 2.2551 -3.9353 -0.09 0.34 -0.06
O 0.2046 0.8799 -2.1639 -0.02 0.02 0.06
H 1.8234 -5.2109 -3.1938 -0.01 0.01 0.02
H 1.5472 -3.2405 -6.1475 0.00 0.02 0.01
H 1.0993 -1.1554 -7.4448 -0.01 0.01 0.07
H 0.4771 0.9424 -6.1608 0.01 -0.02 0.00
C -1.1927 -1.8345 -1.5727 -0.01 0.02 0.10
C -2.3713 -2.1734 -1.5371 0.20 0.02 -0.02
C -3.7482 -2.5768 -1.4827 0.01 0.03 -0.01
C -4.1028 -3.9314 -1.5117 -0.07 0.03 0.01
C -5.4341 -4.3170 -1.4547 0.06 -0.01 0.00
C -6.4392 -3.3628 -1.3635 -0.01 0.01 0.00
C -6.1016 -2.0155 -1.3314 0.03 0.00 0.00
C -4.7723 -1.6246 -1.3905 -0.01 -0.06 0.00
H -3.3175 -4.6732 -1.5823 -0.01 0.02 -0.01
H -5.6887 -5.3709 -1.4823 0.01 0.05 0.00
H -7.4782 -3.6668 -1.3217 0.03 0.01 0.00
H -6.8792 -1.2634 -1.2643 0.02 -0.02 0.00
H -4.5057 -0.5752 -1.3739 0.00 -0.01 -0.01
C -1.2346 4.8320 4.7395 -0.01 0.01 0.01
C -2.1375 4.8563 3.4967 -0.01 0.00 0.02
C -3.3609 3.9813 3.7769 0.01 -0.04 0.00
C -2.6259 6.2908 3.2499 0.02 0.02 -0.02
C -1.3404 4.3646 2.2857 -0.01 0.02 0.02
C -0.2015 5.0703 1.8846 0.01 0.04 0.03
C 0.5758 4.6958 0.7923 0.07 0.02 -0.03
C 0.1796 3.5704 0.1093 -0.02 -0.03 0.00
O 0.7516 2.9676 -0.9894 0.08 0.07 0.00
B -0.0478 1.8710 -1.2350 -0.02 -0.21 0.02
O -1.0971 1.7727 -0.3361 -0.07 0.00 -0.01
C -0.9364 2.8535 0.4995 0.05 -0.01 -0.05
C -1.7173 3.2260 1.5693 -0.10 -0.06 0.00
H -1.7926 5.1640 5.6198 0.03 -0.02 -0.04
H -0.3706 5.4885 4.6205 -0.03 -0.03 0.01
H -0.8658 3.8202 4.9290 -0.02 0.04 0.00
H -3.9033 4.3802 4.6365 0.02 -0.01 -0.02
H -3.0760 2.9521 4.0151 -0.02 0.05 -0.02
H -4.0490 3.9639 2.9281 0.03 0.00 0.04
H -3.1901 6.6497 4.1146 0.01 -0.01 -0.03
H -3.2774 6.3312 2.3739 0.03 0.00 0.03
H -1.7944 6.9784 3.0830 -0.04 -0.04 0.01
H 0.0928 5.9543 2.4378 -0.01 -0.03 -0.02
H 1.4480 5.2619 0.4912 -0.04 -0.02 0.01
H -2.5989 2.6489 1.8183 0.07 0.04 -0.02
C -0.6411 0.4516 3.4514 -0.03 0.01 -0.10
N 0.1954 0.2331 2.2926 0.01 -0.07 0.03
C -0.0460 -0.6780 1.3159 0.04 0.00 0.11
N -1.1972 -1.3662 1.3614 0.00 -0.07 -0.08
O 0.8301 -0.8695 0.4461 -0.12 0.14 -0.12
H -0.2091 1.2505 4.0484 0.02 0.01 0.00
H -0.7255 -0.4430 4.0725 -0.01 -0.02 0.01
H -1.6435 0.7780 3.1596 0.03 -0.01 0.01
H 1.1072 0.6506 2.2468 0.04 0.05 0.00
H -1.9543 -1.0202 1.9240 -0.02 0.00 0.02
H -1.4488 -1.8220 0.4760 -0.02 0.06 0.03
C 7.6043 -1.9974 0.2344 0.06 -0.05 0.03
C 6.1362 -2.2557 0.2107 0.12 -0.04 0.05
C 5.5057 -3.2782 0.8444 0.12 -0.21 0.13
C 4.0981 -3.3734 0.7158 0.10 -0.10 0.11
N 3.3908 -2.5235 0.0231 -0.14 0.22 -0.10
C 4.0038 -1.5050 -0.6140 -0.02 0.16 -0.23
S 3.1930 -0.3915 -1.5591 -0.15 -0.21 0.18
N 5.3778 -1.3978 -0.4972 -0.23 0.11 -0.09
C 3.3413 -4.4816 1.3712 -0.01 -0.07 0.06
H 8.1191 -2.7848 0.7782 0.01 0.01 0.00
H 7.8157 -1.0434 0.7190 0.00 0.02 0.01
H 8.0011 -1.9547 -0.7810 0.00 -0.01 0.00
H 6.0666 -3.9962 1.4250 -0.01 0.03 -0.02
H 5.8061 -0.6302 -0.9948 -0.02 0.03 -0.02
H 3.9544 -5.0301 2.0843 -0.02 -0.01 0.00
H 2.9853 -5.1682 0.6014 0.00 -0.01 0.00
H 2.4586 -4.0751 1.8635 0.02 -0.01 -0.01